Entry 1:
C2H13NO3 | ωB97M-V/def2-TZVPD

frontier orbital gap	9.989	eV
largest force on an atom	0.0435	Eh/bohr
total energy	-9916.999	eV
SMILES	CNC.O.O.O

Last column: natural (NBO) charge in e.
Positions of all 19 atoms, in Å:
C: -1.006 1.325 -0.127  -0.421
N: 0.469 1.294 -0.470  -0.672
C: 0.721 0.974 -1.880  -0.407
H: -1.538 0.654 -0.815  0.195
H: -1.375 2.323 -0.315  0.186
H: -1.145 0.968 0.886  0.215
H: 0.981 2.073 -0.094  0.368
H: -0.033 1.514 -2.426  0.178
H: 1.770 1.154 -1.988  0.209
H: 0.546 -0.074 -2.096  0.187
O: -0.741 -2.149 1.941  -0.975
H: -0.891 -2.454 2.839  0.479
H: -0.001 -1.528 2.021  0.506
O: 1.595 -0.251 1.681  -0.994
H: 2.448 0.165 1.836  0.467
H: 1.381 0.215 0.825  0.493
O: -1.074 -2.386 -0.779  -0.972
H: -0.911 -1.550 -1.222  0.454
H: -1.195 -2.267 0.183  0.503

Cartesian forces (eV/Å) of the 2 atoms listed first:
C 1.8 -0.2 -0.8
N -1.3 -1.7 0.7

***

Entry 2:
CH6OS2 | ωB97M-V/def2-TZVPD

frontier orbital gap	9.601	eV
largest force on an atom	0.0246	Eh/bohr
total energy	-24852.126	eV
SMILES	CSS.O

Last column: natural (NBO) charge in e.
Positions of all 10 atoms, in Å:
C: -0.265 0.989 -0.510  -0.769
S: 1.372 0.280 -0.459  0.114
S: 2.445 1.582 -1.647  -0.139
H: -0.939 0.344 0.078  0.226
H: -0.689 1.111 -1.522  0.227
H: -0.216 1.979 -0.028  0.219
H: 2.663 2.589 -0.775  0.121
O: -1.226 -3.240 1.789  -0.938
H: -1.657 -3.262 0.904  0.470
H: -1.487 -2.371 2.170  0.468

Cartesian forces (eV/Å) of the 2 atoms listed first:
C -0.8 0.8 0.1
S 0.5 -0.1 -0.2

***

Entry 3:
C4H14N3 | ωB97M-V/def2-TZVPD

frontier orbital gap	11.685	eV
largest force on an atom	0.0562	Eh/bohr
charge	+1
total energy	-8839.417	eV

Last column: natural (NBO) charge in e.
Positions of all 21 atoms, in Å:
C: 0.559 1.267 1.525  -0.395
C: -1.604 0.031 0.972  0.672
N: -0.390 0.080 1.478  -0.562
N: -2.032 0.942 0.108  -0.763
N: -2.389 -1.002 1.275  -0.752
H: 0.055 -0.680 1.967  0.424
H: -1.614 1.840 -0.058  0.431
H: -2.973 0.909 -0.264  0.424
H: -2.006 -1.688 1.904  0.421
H: -3.234 -1.212 0.774  0.428
H: 0.397 1.905 2.379  0.232
H: 0.329 1.791 0.606  0.203
H: 1.486 0.730 1.427  0.236
C: 1.217 0.017 -1.678  -0.621
C: 2.150 -1.230 -1.768  -0.602
H: 0.703 0.035 -2.642  0.215
H: 0.520 -0.224 -0.883  0.173
H: 1.725 0.980 -1.646  0.211
H: 1.477 -2.071 -1.863  0.205
H: 2.762 -1.162 -2.668  0.217
H: 2.862 -1.258 -0.946  0.202

Cartesian forces (eV/Å) of the 2 atoms listed first:
C -1.9 -1.5 -1.5
C 0.1 -0.3 -0.2

***

Calculated values (eV) of HOMO energy for the records, taken in order: -9.34, -9.15, -14.76.
Calculated values (kcal per mole) of relative energy (zero: lowest compared OMol25 entry of this formula, charge and spin) for the records, taken in order: 27.97, 2.31, 13.97.